48
Properties=species:S:1:pos:R:3:forces:R:3 method="wB97M-V/def2-TZVPD" homo_energy_ev=-4.9239 total_energy_ha=-3117.82343 gap_ev=6.38 spin_multiplicity=1 de_lowest_ev=1.732 total_charge=-1
Mo 0.71396 -0.17510 -0.01444 0.413 2.988 -1.309
F -1.49625 0.54694 6.69720 -0.028 -0.025 -0.229
C -1.54354 0.46407 5.35872 -0.044 -0.089 -0.328
C -0.43842 0.04243 4.63320 -0.103 0.079 -0.028
F 0.69275 -0.30068 5.25842 -0.141 0.083 0.057
C -0.49701 -0.03177 3.24925 -0.310 -0.039 0.002
F 0.63120 -0.47114 2.63869 -0.341 0.258 0.085
C -1.64719 0.29547 2.51696 0.094 0.018 0.830
S -1.80965 0.26115 0.79370 0.587 0.213 -0.785
C -2.75665 0.69884 3.28720 0.543 -0.273 0.030
F -3.90109 1.00675 2.66883 -0.022 0.048 0.071
C -2.71429 0.77508 4.66853 0.230 -0.002 0.108
F -3.79739 1.15782 5.36000 0.063 -0.006 -0.070
C -0.59721 0.14409 -4.15307 0.128 0.095 0.282
C -0.16158 -0.72299 -2.96628 -0.568 -0.743 -0.335
C -1.38901 -1.46704 -2.43061 0.087 -0.039 0.038
C 0.89160 -1.74879 -3.42610 0.077 0.103 0.111
C 0.49542 0.10132 -1.91951 0.202 -0.030 1.593
H -1.05518 -0.47330 -4.92339 -0.036 -0.079 -0.049
H 0.25434 0.66360 -4.58533 0.121 0.094 -0.092
H -1.32490 0.88314 -3.82406 -0.100 0.127 -0.040
H -1.84851 -2.04548 -3.23164 -0.064 -0.004 -0.095
H -2.12269 -0.76028 -2.03646 -0.035 -0.064 -0.003
H -1.10672 -2.16036 -1.64074 -0.118 0.022 -0.068
H 0.48774 -2.34967 -4.24052 -0.095 -0.032 -0.066
H 1.15955 -2.40066 -2.59480 0.046 -0.035 -0.041
H 1.79794 -1.24739 -3.75928 0.069 -0.037 -0.034
H 1.03128 0.94427 -2.37347 0.115 0.006 0.487
O -0.53254 -3.81907 0.23944 0.554 2.239 0.547
N -0.16386 -2.89854 0.95020 -0.236 -3.103 0.930
O -0.05982 -1.74117 0.40933 -1.622 -2.442 -0.988
Te 0.14065 2.52466 0.59385 0.031 0.406 -0.001
C 1.77607 3.90916 0.39972 -0.052 -0.488 0.043
C 1.79893 5.01339 1.24148 -0.300 -0.223 0.043
C 2.78308 5.97527 1.12233 0.089 0.202 -0.005
C 3.77376 5.83684 0.16563 0.110 0.079 0.008
C 3.76257 4.73580 -0.67418 0.068 0.011 -0.133
C 2.76179 3.78664 -0.56577 0.012 -0.047 -0.215
H 1.02435 5.11490 1.98736 -0.049 0.062 0.185
H 2.77861 6.83304 1.77961 0.009 0.076 0.073
H 4.55212 6.58129 0.07391 0.058 0.051 0.011
H 4.53562 4.61405 -1.42050 0.043 0.005 -0.061
H 2.75039 2.93401 -1.23074 0.085 -0.007 -0.053
O 2.29006 -1.74315 -0.18165 -1.113 -0.053 -0.012
S 3.43026 -0.86529 -0.55225 1.703 0.407 -0.352
O 3.37199 -0.45891 -1.93470 0.280 -0.147 -0.428
O 4.69808 -1.35207 -0.08843 -0.119 -0.133 0.065
S 2.81950 0.76397 0.52133 -0.321 0.470 0.222

=====

49
Properties=species:S:1:pos:R:3:forces:R:3 method="wB97M-V/def2-TZVPD" homo_energy_ev="-11.5867 / -11.5843" total_energy_ha=-2191.16251 gap_ev="5.03 / 5.02" spin_multiplicity=1 de_lowest_ev=2.496 total_charge=+1
Rh -1.09699 -0.39044 -0.70897 1.062 -0.935 2.946
O -2.55849 -1.57852 0.50386 1.341 -0.023 -1.591
C -2.99443 -1.25572 1.60211 -0.301 0.668 1.451
C -2.84350 0.00748 2.26606 0.472 0.440 -0.812
C -3.30406 0.13084 3.57779 -0.030 0.388 0.680
C -3.13498 1.30883 4.27512 0.083 -0.473 -0.758
C -2.50919 2.41701 3.68441 -0.146 -0.206 0.080
C -2.08641 2.34028 2.38840 0.029 -0.387 -0.409
C -2.23257 1.14537 1.61390 -0.471 -0.423 1.754
O -1.83642 1.16570 0.40719 0.842 0.311 -2.344
N -3.61798 1.40208 5.64659 0.153 -0.083 -0.514
O -4.15319 0.42161 6.10180 -0.293 -0.365 0.455
O -3.44794 2.45352 6.21212 0.007 0.423 0.443
H -3.54124 -2.02082 2.17457 -0.080 0.039 -0.193
H -3.78217 -0.70402 4.07490 -0.005 0.008 -0.015
H -2.36820 3.31130 4.27738 -0.035 -0.011 -0.072
H -1.61066 3.17960 1.90380 0.008 0.062 -0.009
O 2.56039 -1.73704 1.00698 0.170 0.194 0.234
C 1.50419 -1.53896 0.45967 0.608 -1.695 -1.398
O 0.61858 -0.68290 0.74856 -2.817 1.905 -0.438
C 1.17709 -2.30694 -0.85092 -1.151 0.721 0.644
C 2.17962 -2.78680 -1.65202 0.414 -0.425 -1.063
C 1.86853 -3.25246 -2.93861 -0.783 0.864 1.609
C 0.59868 -3.08710 -3.47807 -0.585 0.046 -0.462
C -0.40448 -2.59083 -2.67106 1.870 -0.208 1.552
C -0.18625 -2.28262 -1.28320 0.882 -1.389 -1.440
N -1.67699 -2.24292 -3.20283 -1.172 0.418 -0.651
O -2.03551 -2.69338 -4.25609 0.030 -0.030 0.323
O -2.33174 -1.41842 -2.54007 -0.210 0.212 -0.072
N 2.91419 -3.87179 -3.73944 0.407 -0.178 -0.314
O 2.57104 -4.36133 -4.78544 -0.148 -0.147 -0.374
O 4.03050 -3.85479 -3.28284 0.262 0.042 0.130
H 3.20120 -2.82902 -1.30155 0.035 0.020 0.112
H 0.40054 -3.34477 -4.51210 0.039 0.046 0.041
H -0.93181 -2.68488 -0.57895 -0.068 0.574 -0.012
C 1.79672 4.09399 -0.51031 0.320 0.252 0.290
N 1.01332 3.00127 -1.05863 -0.118 -0.097 -0.062
C 1.35849 1.76126 -1.35598 -0.131 -0.032 0.011
S 0.16813 0.84089 -2.25616 -0.576 -0.508 0.022
N 2.51862 1.17333 -1.13916 -0.052 -0.093 0.023
C 3.67216 1.60995 -0.37501 0.420 0.215 0.274
H 1.37041 5.03065 -0.86493 -0.007 -0.086 -0.010
H 2.83182 4.04779 -0.84215 -0.116 0.011 -0.023
H 1.75910 4.08761 0.58110 0.057 0.027 -0.067
H 0.04801 3.22915 -1.26847 0.162 -0.271 0.002
H 2.61144 0.24434 -1.53109 -0.277 0.229 -0.027
H 4.43261 2.02775 -1.03892 -0.046 0.012 0.104
H 4.08718 0.74353 0.14007 -0.073 0.035 -0.036
H 3.39265 2.34134 0.37660 0.018 -0.094 -0.014

=====

36
Properties=species:S:1:pos:R:3:forces:R:3 method="wB97M-V/def2-TZVPD" smiles="CN(c1ccccc1)S(=O)(=O)c1ccc2ccccc2c1" homo_energy_ev=-8.5352 total_energy_ha=-1260.22570 gap_ev=8.49 spin_multiplicity=1 de_lowest_ev=1.262
C -2.79065 -1.10475 1.94069 -0.044 -0.311 0.339
N -2.49809 -0.78337 0.56555 0.271 -0.968 -0.491
C -2.22355 0.53345 0.19695 0.008 0.769 -0.395
C -2.13998 0.86032 -1.15732 -0.084 0.165 -0.030
C -1.84544 2.15083 -1.55032 0.041 0.016 0.037
C -1.64001 3.14617 -0.60879 0.012 0.092 0.001
C -1.74757 2.83464 0.73402 0.021 0.093 -0.056
C -2.03451 1.54331 1.14001 -0.049 -0.286 0.094
S -1.81903 -2.01215 -0.38121 0.043 0.008 0.248
O -1.81480 -3.19603 0.42607 0.137 0.121 0.228
O -2.47947 -2.07984 -1.64973 0.183 0.275 -0.074
C -0.13740 -1.43657 -0.61536 -0.471 -0.229 0.252
C 0.32028 -1.10829 -1.89583 0.170 0.053 -0.315
C 1.59197 -0.63206 -2.05177 -0.228 -0.106 0.000
C 2.44443 -0.47030 -0.93777 -0.119 -0.086 0.276
C 3.76035 0.02134 -1.06882 0.201 0.060 0.090
C 4.56755 0.15875 0.02572 -0.031 0.034 -0.318
C 4.09873 -0.18818 1.30301 -0.216 -0.106 0.235
C 2.82895 -0.66666 1.46591 0.200 0.052 0.096
C 1.97120 -0.81989 0.35647 0.010 0.059 -0.334
C 0.65413 -1.30742 0.48673 -0.066 -0.074 -0.004
H -2.98272 -2.17374 1.98125 -0.074 0.122 0.221
H -1.95793 -0.87100 2.61278 -0.034 0.016 0.023
H -3.68068 -0.56272 2.26256 0.044 0.016 -0.032
H -2.33219 0.09773 -1.89201 -0.044 0.046 -0.127
H -1.78533 2.38237 -2.60337 0.002 0.005 -0.097
H -1.41099 4.15428 -0.91879 0.013 0.086 -0.025
H -1.60414 3.60186 1.48096 0.008 0.047 0.059
H -2.11219 1.33267 2.19427 -0.008 -0.056 0.106
H -0.34707 -1.24987 -2.73046 -0.018 0.041 -0.154
H 1.96389 -0.37298 -3.03209 0.008 0.017 -0.107
H 4.11886 0.28574 -2.05298 0.048 0.031 -0.093
H 5.57409 0.53432 -0.08369 0.071 0.033 -0.045
H 4.75177 -0.07368 2.15534 0.020 -0.004 0.088
H 2.46235 -0.93687 2.44533 -0.021 -0.022 0.114
H 0.27518 -1.59145 1.45669 -0.004 -0.009 0.189

=====

43
Properties=species:S:1:pos:R:3:forces:R:3 method="wB97M-V/def2-TZVPD" homo_energy_ev="1.0006 / 0.9561" total_energy_ha=-2004.37941 s_squared=0.7640 gap_ev="3.06 / 3.07" spin_multiplicity=2 de_lowest_ev=0.823 total_charge=-2
Ag -0.19520 0.06677 -0.78200 -0.220 0.379 -0.096
N -0.56646 -2.12724 2.63355 -0.358 -0.108 0.004
C 0.73647 -1.92116 2.34125 0.110 0.034 -0.120
N 1.19682 -1.63874 1.16253 -0.075 -0.228 0.222
C 2.56588 -1.59313 1.15654 0.092 -0.032 0.458
C 3.18200 -1.81936 2.35076 -0.199 0.006 -0.184
S 1.98537 -2.15188 3.55720 0.071 0.066 -0.030
C 3.21716 -1.22908 -0.09799 0.442 0.074 -0.244
C 4.55290 -1.04395 -0.30227 -0.276 0.048 -0.030
S 4.81190 -0.46965 -1.91301 0.063 -0.036 0.100
C 3.09299 -0.52693 -2.17271 -0.139 0.117 0.036
N 2.41418 -0.96417 -1.17400 0.075 -0.301 -0.197
N 2.51363 -0.14364 -3.36960 0.031 -0.099 -0.048
H -1.24652 -1.92099 1.89544 0.117 0.139 -0.064
H -0.90790 -1.81945 3.52886 0.093 -0.052 0.052
H 4.23059 -1.75749 2.58447 0.016 -0.010 0.035
H 5.35917 -1.15193 0.40228 0.037 0.017 -0.013
H 2.89822 0.72100 -3.72080 -0.017 0.035 0.042
H 1.51562 -0.03390 -3.21004 -0.007 0.027 -0.005
N -2.00004 -0.94530 -1.05078 0.410 -0.206 0.026
C -2.78342 -1.24460 -0.06936 -0.013 0.265 0.063
C -2.89073 -0.55074 1.22934 0.074 0.007 -0.060
C -3.77459 -0.91329 2.22336 0.017 0.046 0.061
C -4.65044 -1.99892 2.09739 0.002 0.001 0.075
C -4.59651 -2.69675 0.87376 -0.071 -0.115 -0.026
C -3.74167 -2.35855 -0.14076 -0.053 -0.033 -0.107
H -2.24777 0.31939 1.35036 0.007 0.007 0.050
H -3.78960 -0.32191 3.14091 -0.008 -0.011 -0.010
H -5.33087 -2.28394 2.89139 -0.011 0.005 -0.001
H -5.26054 -3.54979 0.72592 0.003 0.004 0.007
H -3.73575 -2.92963 -1.06544 -0.012 -0.002 0.002
O 1.61183 1.58538 -0.90679 -0.133 -0.152 -0.080
N 1.63379 2.60645 -0.03844 -0.120 0.165 0.097
C 1.80215 3.90112 -0.49283 0.020 -0.089 0.009
C 1.89217 4.94319 0.38200 0.017 0.019 -0.118
C 1.81624 4.74303 1.77827 0.014 0.069 0.107
C 1.64676 3.39940 2.21121 0.005 -0.070 0.015
C 1.56185 2.37535 1.31970 0.045 -0.032 -0.077
H 1.84541 3.99111 -1.56733 -0.013 0.020 -0.003
H 2.01668 5.93769 -0.03304 -0.003 0.005 0.011
H 1.87044 5.56594 2.47657 -0.002 0.000 0.003
H 1.57089 3.15454 3.26402 -0.006 0.017 0.006
H 1.42267 1.33580 1.58159 -0.025 0.007 0.030